Here is a 10-piece molecular cluster, C32H80Cl3N9O9 overall in a non-equilibrium geometry from the OMol25 dataset. Energies are from ωB97M-V/def2-TZVPD.

```
133
Properties=species:S:1:pos:R:3:forces:R:3
Cl 0.904068 -1.113880 3.391890 -0.5 -0.4 0.6
Cl 1.344468 -3.961010 4.364230 -0.2 0.9 -0.7
Cl 0.970778 -3.384460 1.476380 0.2 0.2 0.8
O -5.789682 -0.150890 -4.085500 -1.4 1.3 1.0
O 2.057328 3.217940 -7.849620 0.0 1.6 2.2
O 0.683678 3.502680 2.882410 -1.5 -0.2 -0.8
O -3.854252 -1.279440 0.106700 -1.3 -0.5 -0.8
O -1.534972 -4.635930 -4.186900 0.5 -0.8 0.9
O 0.177108 0.152200 -2.503370 -0.3 -0.1 0.1
O -1.699592 -5.919720 5.197980 -2.0 0.8 -0.6
O 1.817128 5.927430 -2.691270 0.1 1.2 -2.0
O 4.688378 -1.258450 2.642070 -1.3 -0.2 3.6
N -4.645112 -1.697830 -5.149760 -1.2 -2.2 -0.6
N -0.955212 -0.783450 0.916670 -0.4 -0.6 -0.1
N 1.512058 5.326410 -0.609270 3.5 1.8 3.2
N -0.204282 -5.436860 -2.474530 0.7 -1.7 -0.9
N -2.802902 -4.001450 4.482100 1.7 -0.5 0.1
N -6.011262 -1.723210 0.652840 0.8 0.2 0.3
N 5.316178 1.043750 5.395560 0.6 -0.3 -0.1
N 2.363568 3.537370 -3.926520 2.0 -0.7 -0.7
N 3.226898 3.358630 5.508480 0.6 -0.2 0.9
C 1.806628 3.099330 -5.206600 0.0 0.9 -0.6
C -0.481172 0.168020 -0.034350 0.1 1.1 -1.4
C -5.792872 -1.486360 2.126190 -0.7 -0.3 -2.0
C 2.098778 6.117410 -1.540460 -0.9 -1.2 1.2
C 0.655678 4.261260 -0.961650 -1.7 0.9 -0.3
C 4.884238 -1.310850 1.315890 -0.6 0.9 -2.2
C -3.349332 -1.238740 -4.650470 -0.6 0.8 0.3
C -7.282262 -2.224840 0.209420 -0.2 -1.1 1.3
C 0.211948 -4.136980 -1.928590 -0.4 -0.9 0.7
C 3.881168 -0.948120 5.658280 -0.3 0.4 0.2
C -2.139062 -3.657050 3.208970 -0.3 -2.3 -0.2
C 2.243598 1.873130 -7.940820 0.2 -2.4 -1.9
C 2.983128 5.140120 3.973040 -0.7 0.2 -0.2
C 0.535408 -0.748240 -3.578420 -0.1 1.4 0.4
C -0.954322 -5.553220 -3.602230 0.0 1.3 -0.9
C 4.953118 -0.261930 4.810970 -0.8 1.0 -0.5
C -5.835412 -1.140520 -4.765210 2.3 0.0 0.3
C -4.703092 -2.904900 -6.004550 0.8 1.1 -0.4
C 0.451918 -6.696050 -1.972410 -0.1 0.5 1.6
C 2.489078 3.712760 -6.573190 0.4 0.1 2.0
C -3.682572 -3.006960 4.953550 -1.5 0.7 -0.1
C -0.572112 -0.500040 -1.449960 1.7 -0.1 0.4
C 0.372558 3.480020 -5.080620 -1.7 0.4 -1.9
C 4.516948 0.000690 3.320800 2.4 -0.4 0.5
C -0.643042 3.369110 3.513560 2.2 1.3 0.2
C 1.900868 5.497210 0.837410 -1.1 0.2 -0.4
C -2.669382 -5.146150 5.237670 3.3 0.2 0.1
C 1.726458 2.895500 3.627970 -0.8 0.8 -0.6
C -5.012282 -1.589050 -0.224530 1.6 0.8 0.9
C 0.894828 0.619950 0.364050 0.8 0.7 -1.1
C 1.530528 -2.745540 3.057970 0.9 0.0 -0.4
C 2.278868 3.930660 4.605480 -0.5 0.0 -0.7
H -6.515722 -0.702020 2.350650 0.6 0.3 0.6
H -6.079442 -2.362420 2.708000 0.0 -0.2 -0.2
H -0.587642 4.060190 4.354650 -0.3 -0.4 0.6
H 4.047998 -0.801090 0.837420 -0.1 0.2 -0.7
H 2.263398 5.879040 3.620770 -0.1 -0.2 -0.3
H -1.710132 -4.570190 2.796300 0.4 -0.2 0.4
H 5.865158 -0.858530 4.792370 -0.1 0.0 -0.2
H 1.027398 5.749120 1.438810 -0.4 -0.4 -0.1
H 2.577898 -2.466120 2.943830 0.1 -0.8 0.0
H -1.123992 1.048170 -0.049510 -0.2 0.4 -0.2
H -2.624452 -1.060930 -5.444850 -0.2 -0.2 -0.2
H 1.938328 2.024730 -5.333040 -0.1 -0.1 0.3
H -7.259002 -2.851410 -0.682190 0.4 0.5 -0.3
H 2.852008 2.512540 5.913050 -0.2 -0.3 0.2
H 0.071628 -6.960080 -0.985610 -0.6 0.3 0.2
H 5.630818 0.968200 6.352320 0.0 -0.2 0.0
H 0.949398 1.370050 1.153010 -0.4 -0.6 0.9
H 1.313888 1.255050 -0.416420 0.2 -0.5 -0.6
H 1.528498 -0.252440 0.523780 0.2 0.2 0.2
H -0.932492 -6.558930 -4.049740 -0.2 -0.1 0.4
H 0.205378 4.537000 -4.873430 0.6 0.3 0.0
H -1.337972 -2.918370 3.182020 -0.5 0.3 0.5
H 3.072138 -0.227420 5.777320 -0.2 0.1 0.0
H 1.509968 -6.635720 -1.717490 0.3 0.8 -0.7
H 1.275348 1.962120 3.964730 0.4 -0.1 1.2
H 1.186168 -1.549230 -3.227670 -0.5 -0.4 0.1
H -0.240192 3.002500 -4.316020 0.3 -0.7 -0.1
H -3.382652 -1.983490 4.728450 0.4 -0.1 -0.3
H 3.410028 -1.869540 5.316040 0.4 -0.1 -0.3
H 2.465798 4.802310 -6.552340 -0.7 0.0 -0.3
H 3.091718 4.073550 6.209000 1.3 -0.4 1.1
H 1.490578 4.329800 5.243750 -0.8 0.1 -0.5
H -1.893832 -1.013960 0.623470 -0.5 -0.2 0.5
H -0.048852 3.351630 -6.077630 -0.9 -0.3 0.0
H 0.700548 3.429750 -0.258310 0.3 -0.1 -0.5
H 1.153058 -0.204770 -4.293440 0.0 0.4 0.2
H 2.541558 1.674860 -8.970390 -0.4 -0.1 -0.4
H -0.359922 -1.012100 -4.141330 0.0 -0.7 0.2
H -8.079712 -1.483320 0.161220 0.1 0.0 0.0
H 3.612018 0.601130 3.227760 -1.0 -1.0 -0.1
H -6.769922 -1.641730 -5.061310 0.2 -0.1 -0.3
H 1.350658 1.279690 -7.744360 -0.3 0.1 0.2
H -0.324102 4.728450 -0.862310 -0.8 -0.6 0.1
H -1.620482 -0.666260 -1.697730 -0.1 0.0 -0.2
H 2.117608 4.496500 -3.727360 0.0 0.0 -0.2
H -4.314092 -3.817080 -5.552100 0.1 0.2 0.1
H -0.047702 -1.445850 -1.313750 -0.4 -0.5 0.2
H -0.786362 2.338910 3.839530 -0.4 0.0 -0.2
H -4.728862 -1.284050 2.248900 -0.3 0.4 0.2
H 4.266268 -1.119650 6.663460 0.1 -0.1 0.0
H -2.921542 -3.492240 2.468240 -0.1 0.8 0.0
H -2.888772 -1.863770 -3.885410 -0.2 -0.6 -0.2
H -5.689052 -3.099460 -6.426590 -0.2 0.2 0.5
H 3.559698 3.534710 -6.472330 0.2 -0.5 0.0
H 4.652918 1.804540 5.358380 -0.2 -0.2 -0.3
H -0.228582 -4.067840 -0.933980 0.1 0.2 0.2
H 0.365128 -7.648280 -2.495690 -0.5 0.7 -1.0
H -3.369332 -5.215320 6.084710 -0.4 0.1 -0.4
H 2.331248 4.612950 1.307480 0.0 -0.1 -0.5
H 2.525938 6.355410 1.084140 0.5 0.0 -0.9
H 1.927688 2.970640 -3.213140 0.1 -0.1 0.1
H 5.806868 -0.815870 1.012810 0.3 0.0 -0.2
H -3.808122 -2.997030 6.036250 -0.3 -0.4 -0.1
H -4.108872 -2.598080 -6.865290 0.3 -0.7 -0.2
H 3.654238 4.864230 3.159650 0.1 0.0 0.1
H 2.781328 6.896930 -1.168070 -0.1 -0.1 0.0
H 0.736068 4.122050 -2.039730 0.2 -0.8 0.4
H 1.296758 -4.136250 -1.822410 0.0 0.2 -0.1
H -0.962742 -0.321240 1.814670 -0.4 -0.2 0.2
H -4.595322 -3.213980 4.394870 -0.8 0.7 0.6
H 5.239428 0.701210 2.902010 0.5 0.0 0.0
H -1.417222 3.837060 2.905470 0.2 -0.7 -0.6
H 3.066818 1.359740 -7.444000 0.3 0.7 1.0
H 3.532008 5.689750 4.737720 0.3 -0.3 0.1
H -0.138562 -3.267310 -2.484390 0.0 -0.6 -0.4
H 2.520648 2.559380 2.961340 0.1 0.3 -0.4
H -5.352452 -1.744940 -1.260000 0.3 0.0 0.0
H 4.843618 -2.338320 0.954290 0.3 -0.1 0.2
H -7.441152 -2.949060 1.008390 -1.2 -0.1 -0.1
H -3.529542 -0.287620 -4.149460 0.0 0.1 -0.2
```
Positions in Å, forces in eV/Å.

Calculated values
**Structure (SMILES)**: COC[C@H](C)N.COC[C@H](C)N.COC[C@H](C)N.COC[C@H](C)N.ClC(Cl)Cl.CN(C)C=O.CN(C)C=O.CN(C)C=O.CN(C)C=O.CN(C)C=O
**Kohn-Sham gap**: 8.25 eV
**Total charge**: 0
**HOMO level**: -8.05 eV
**LUMO energy**: 0.2 eV